A cluster of 12 separate species, C61H75ClF4NO31PS in total, computed with ωB97M-V/def2-TZVPD.

The geometry in ORCA input format:
```
! wB97M-V def2-TZVPD RIJCOSX def2/J DEFGRID3
* xyz 0 1
O 3.102 -1.464 2.322
C 3.648 -2.669 2.042
O 4.949 -2.964 2.662
C 5.966 -3.127 1.611
C 6.468 -4.644 1.115
Cl 5.641 -6.073 1.999
C 7.639 -4.840 -0.061
C 8.026 -6.377 -0.469
P 7.300 -6.699 -2.244
O 8.415 -6.712 -3.368
O 6.163 -5.384 -2.562
O 6.415 -8.204 -2.354
C 8.371 -3.522 -0.788
C 9.543 -3.611 -1.921
F 10.370 -4.838 -1.902
F 10.531 -2.468 -1.870
F 8.904 -3.495 -3.284
C 7.816 -2.062 -0.299
C 6.662 -1.850 0.855
C 6.426 -0.238 1.038
O 5.756 0.470 1.952
N 7.132 0.449 -0.112
S 6.080 0.990 -1.441
O 5.382 -0.178 -2.182
O 4.962 1.955 -0.954
F 6.969 1.888 -2.650
C 8.139 -0.523 -0.711
O 9.041 0.079 -1.480
C 2.816 -3.628 1.004
C 1.346 -4.254 1.491
C 0.426 -5.207 0.484
C 1.008 -5.520 -1.036
C 2.466 -4.926 -1.585
C 3.358 -3.984 -0.536
H 9.200 -6.587 -0.435
H 7.545 -7.207 0.223
H 6.576 -4.777 -3.258
H 5.719 -8.082 -3.069
H 0.978 -3.963 2.588
H -0.614 -5.639 0.826
H 0.370 -6.168 -1.790
H 2.867 -5.132 -2.680
H 4.403 -3.502 -0.840
O 0.133 4.063 -3.717
C 1.159 4.589 -3.318
C 2.278 3.887 -2.611
C 3.054 5.038 -2.024
C 2.784 6.151 -3.002
O 1.467 5.907 -3.496
H 2.869 3.328 -3.342
H 1.896 3.222 -1.832
H 4.119 4.828 -1.895
H 2.639 5.298 -1.042
H 3.481 6.140 -3.847
H 2.822 7.134 -2.524
O -2.779 2.198 2.286
C -1.730 2.431 1.709
C -1.556 3.399 0.579
C -0.214 2.997 0.020
C 0.495 2.447 1.230
O -0.529 1.868 2.037
H -1.541 4.417 0.979
H -2.350 3.286 -0.163
H 0.325 3.819 -0.458
H -0.350 2.203 -0.724
H 0.996 3.229 1.810
H 1.228 1.682 0.960
O -0.507 1.869 -10.000
C -0.400 2.512 -8.969
C 0.116 3.915 -8.869
C 0.394 4.046 -7.393
C -0.614 3.108 -6.783
O -0.780 2.060 -7.737
H -0.663 4.607 -9.200
H 1.025 4.044 -9.461
H 0.309 5.071 -7.021
H 1.409 3.691 -7.177
H -1.585 3.589 -6.621
H -0.263 2.691 -5.835
O -2.762 -4.417 -0.310
C -2.717 -3.209 -0.148
C -3.856 -2.260 -0.367
C -3.153 -0.926 -0.408
C -1.956 -1.157 0.476
O -1.620 -2.533 0.303
H -4.547 -2.330 0.478
H -4.371 -2.471 -1.307
H -3.778 -0.092 -0.077
H -2.823 -0.716 -1.433
H -2.179 -0.982 1.533
H -1.107 -0.531 0.184
O -0.620 -2.862 2.959
C -0.513 -2.219 3.990
C 0.003 -0.815 4.089
C 0.281 -0.684 5.566
C -0.728 -1.622 6.176
O -0.893 -2.670 5.221
H -0.776 -0.123 3.759
H 0.912 -0.687 3.497
H 0.196 0.340 5.938
H 1.296 -1.039 5.781
H -1.698 -1.141 6.338
H -0.376 -2.039 7.124
O 0.829 6.436 -0.372
C 0.875 7.644 -0.210
C -0.264 8.593 -0.428
C 0.438 9.927 -0.470
C 1.636 9.696 0.414
O 1.972 8.320 0.242
H -0.955 8.523 0.416
H -0.779 8.382 -1.369
H -0.186 10.761 -0.139
H 0.768 10.137 -1.494
H 1.413 9.871 1.472
H 2.485 10.322 0.123
O -6.745 -5.656 6.323
C -5.696 -5.424 5.746
C -5.522 -4.455 4.616
C -4.181 -4.857 4.057
C -3.471 -5.407 5.267
O -4.496 -5.986 6.073
H -5.508 -3.437 5.016
H -6.316 -4.568 3.874
H -3.642 -4.035 3.579
H -4.316 -5.652 3.313
H -2.970 -4.625 5.847
H -2.738 -6.173 4.997
O -5.560 -1.191 -3.623
C -6.254 -2.195 -3.631
C -6.480 -3.085 -4.816
C -7.678 -3.891 -4.381
C -7.526 -3.927 -2.883
O -6.904 -2.690 -2.538
H -5.599 -3.714 -4.964
H -6.695 -2.500 -5.713
H -7.724 -4.885 -4.833
H -8.598 -3.355 -4.647
H -6.881 -4.747 -2.550
H -8.492 -4.008 -2.376
O -9.676 -11.045 9.544
C -9.151 -10.015 9.157
C -8.793 -8.844 10.021
C -8.562 -7.757 9.001
C -8.091 -8.530 7.797
O -8.765 -9.785 7.867
H -7.883 -9.077 10.580
H -9.611 -8.590 10.699
H -7.851 -6.994 9.328
H -9.512 -7.259 8.774
H -7.011 -8.711 7.815
H -8.349 -8.024 6.862
O 0.053 12.104 1.284
C 0.188 13.261 0.920
C 0.384 14.439 1.826
C 0.098 15.597 0.904
C 0.504 15.056 -0.442
O 0.225 13.658 -0.385
H 1.418 14.448 2.182
H -0.315 14.412 2.665
H 0.626 16.515 1.177
H -0.978 15.813 0.908
H 1.572 15.192 -0.639
H -0.068 15.514 -1.255
O 0.616 -4.483 -3.951
C 0.661 -3.275 -3.789
C -0.478 -2.326 -4.008
C 0.225 -0.992 -4.049
C 1.423 -1.223 -3.165
O 1.758 -2.599 -3.338
H -1.169 -2.396 -3.163
H -0.992 -2.537 -4.948
H -0.400 -0.158 -3.718
H 0.555 -0.782 -5.074
H 1.199 -1.048 -2.108
H 2.271 -0.597 -3.457
*
```

Values from the calculation:
**Kohn-Sham gap**: 5.41 eV
**SMILES string**: O=C(Oc1c(Cl)c(CP(=O)(O)O)c(C(F)(F)F)c2c1C(=O)N(S(=O)(=O)F)C2=O)c1ccccc1.O=C1CCCO1.O=C1CCCO1.O=C1CCCO1.O=C1CCCO1.O=C1CCCO1.O=C1CCCO1.O=C1CCCO1.O=C1CCCO1.O=C1CCCO1.O=C1CCCO1.O=C1CCCO1

---

A cluster of 2 separate species, N3O3 in total, computed with ωB97M-V/def2-TZVPD.

The geometry in ORCA input format:
```
! wB97M-V def2-TZVPD RIJCOSX def2/J DEFGRID3
* xyz -1 1
N -1.391 1.218 0.348
N 1.514 -0.363 0.477
N -1.541 0.195 -0.046
O -1.997 -0.744 -0.509
O 0.856 -0.525 -0.602
O 2.560 0.218 0.332
*
```

Values from the calculation:
**Kohn-Sham gap**: 7.32 eV
**Energy above the lowest of the compared OMol25 structures with the same formula, charge and spin**: 47.37 kcal per mole

---

A structure of composition C46H47AsBaBrN6O2S, computed with ωB97M-V/def2-TZVPD.

The geometry in ORCA input format:
```
! wB97M-V def2-TZVPD RIJCOSX def2/J DEFGRID3
* xyz 1 1
Ba -17.402 -14.802 15.741
S -19.584 -15.347 24.016
N -18.157 -15.305 23.332
C -18.382 -15.299 21.984
C -17.377 -15.359 20.948
C -16.029 -15.411 21.125
C -15.146 -15.549 20.086
C -15.631 -15.486 18.764
N -16.955 -15.324 18.558
C -17.763 -15.398 19.579
C -19.169 -15.404 19.226
N -19.476 -15.511 17.934
C -20.747 -15.596 17.624
C -21.846 -15.537 18.556
C -21.492 -15.521 19.867
C -20.140 -15.438 20.223
C -19.732 -15.348 21.638
N -20.538 -15.417 22.701
H -15.659 -15.476 22.202
H -14.089 -15.711 20.202
H -14.999 -15.620 17.940
H -20.917 -15.681 16.578
H -22.845 -15.720 18.179
H -22.264 -15.521 20.584
C -19.069 -12.654 8.742
C -19.064 -14.140 9.065
C -20.228 -14.801 8.317
C -17.771 -14.874 8.598
C -19.150 -14.220 10.612
C -19.136 -13.101 11.418
C -19.017 -13.270 12.766
N -19.024 -14.452 13.389
C -19.211 -15.541 12.622
C -19.389 -15.444 11.262
C -19.271 -16.886 13.412
C -19.427 -18.110 12.738
C -19.416 -19.320 13.474
C -19.223 -19.262 14.861
C -18.945 -18.037 15.439
N -18.934 -16.830 14.706
C -19.396 -20.625 12.811
C -20.015 -21.689 13.748
C -20.279 -20.730 11.523
C -17.986 -21.093 12.422
H -19.113 -12.534 7.686
H -18.205 -12.170 9.187
H -19.903 -12.117 9.136
H -20.033 -14.699 7.287
H -21.237 -14.486 8.464
H -20.220 -15.913 8.458
H -17.670 -14.854 7.537
H -17.905 -15.952 8.884
H -16.855 -14.516 9.068
H -19.043 -12.091 10.988
H -19.087 -12.418 13.368
H -19.546 -16.401 10.710
H -19.645 -17.955 11.688
H -19.217 -20.151 15.522
H -18.638 -17.877 16.467
H -21.077 -21.450 14.049
H -19.346 -21.918 14.561
H -20.077 -22.643 13.192
H -21.357 -20.515 11.749
H -20.280 -21.711 11.170
H -20.011 -20.118 10.721
H -17.366 -21.023 13.289
H -17.563 -20.439 11.694
H -17.958 -22.143 11.940
Br -9.651 -15.445 14.069
C -10.916 -16.357 15.117
C -10.602 -17.388 16.015
C -11.708 -18.095 16.561
C -13.010 -17.765 16.293
C -13.267 -16.628 15.527
C -12.202 -15.972 14.864
C -14.646 -16.188 15.287
O -15.590 -16.824 15.829
O -14.875 -15.076 14.676
H -9.610 -17.675 16.416
H -11.492 -18.854 17.313
H -13.817 -18.347 16.680
H -12.502 -15.270 14.114
C -16.364 -10.163 15.675
As -15.570 -11.794 15.062
C -14.490 -12.350 16.651
C -14.110 -11.272 13.822
C -12.884 -10.701 14.374
C -12.735 -9.335 14.706
C -11.474 -8.883 14.967
C -10.336 -9.680 15.214
C -10.514 -11.030 14.970
C -11.773 -11.488 14.532
H -15.605 -9.505 16.056
H -17.027 -10.227 16.571
H -16.949 -9.683 14.894
H -13.797 -11.583 17.015
H -13.905 -13.191 16.419
H -15.215 -12.622 17.407
H -14.581 -10.749 13.009
H -13.850 -12.138 13.298
H -13.469 -8.611 14.498
H -11.400 -7.822 15.087
H -9.421 -9.218 15.530
H -9.644 -11.685 15.114
H -11.801 -12.541 14.168
*
```

Values from the calculation:
**Kohn-Sham gap**: 7.52 eV
**Energy above the lowest of the compared OMol25 structures with the same formula, charge and spin**: 53.77 kcal per mole

---

The molecule CH2BN3O8, computed with ωB97M-V/def2-TZVPD.

The geometry in ORCA input format:
```
! wB97M-V def2-TZVPD RIJCOSX def2/J DEFGRID3
* xyz 0 1
B -2.120 -0.173 0.293
C 1.216 0.033 -0.233
N 2.570 -0.304 0.260
N 0.199 -0.846 -0.193
N 1.272 1.363 -0.841
O 2.657 -1.088 1.194
O 3.470 0.241 -0.327
O -0.968 -0.238 -0.588
O 0.275 -2.029 0.083
O 1.861 2.172 -0.172
O 0.572 1.507 -1.816
O -1.957 -0.546 1.585
O -3.253 0.151 -0.269
H -2.681 -0.555 2.280
H -3.112 0.311 -1.256
*
```

Values from the calculation:
**Kohn-Sham gap**: 8.93 eV
**Energy above the lowest of the compared OMol25 structures with the same formula, charge and spin**: 0.00 kcal per mole

---

A cluster of 5 separate species, C38H92ClIN13O7P4 in total, computed with ωB97M-V/def2-TZVPD.

The geometry in ORCA input format:
```
! wB97M-V def2-TZVPD RIJCOSX def2/J DEFGRID3
* xyz 1 1
C 0.218 -7.082 13.868
C 1.062 -6.894 12.607
C 2.542 -7.226 12.854
C 3.342 -7.329 11.559
O 4.281 -6.236 11.344
N 3.628 -5.089 10.973
C 3.383 -4.209 11.950
C 2.739 -3.044 11.692
C 2.308 -2.783 10.394
Cl 1.494 -1.336 10.062
C 2.580 -3.716 9.383
I 1.936 -3.330 7.448
C 3.275 -4.881 9.686
C 3.651 -5.902 8.651
C 4.841 -5.376 7.791
C 4.773 -5.813 6.325
O 4.150 -4.873 5.463
C 4.792 -3.696 5.217
C 6.293 -3.578 5.244
O 4.112 -2.743 4.930
H 0.270 -6.217 14.526
H 0.529 -7.973 14.413
H -0.831 -7.227 13.617
H 0.955 -5.852 12.288
H 0.679 -7.541 11.817
H 2.942 -6.467 13.529
H 2.558 -8.160 13.413
H 2.647 -7.374 10.722
H 3.947 -8.230 11.573
H 3.732 -4.446 12.941
H 2.554 -2.317 12.466
H 3.985 -6.794 9.168
H 2.793 -6.168 8.037
H 5.730 -5.853 8.207
H 4.978 -4.304 7.925
H 4.147 -6.705 6.276
H 5.746 -6.138 5.964
H 6.829 -4.415 5.678
H 6.530 -2.671 5.795
H 6.655 -3.421 4.231
O 3.453 1.118 0.652
P 2.997 1.419 2.040
N 1.882 2.691 1.817
C 2.088 4.112 1.971
C 0.675 2.341 1.077
N 4.549 1.801 2.732
C 4.901 3.068 3.345
C 5.704 1.257 2.019
N 2.343 0.983 3.532
C 1.631 1.848 4.445
C 2.820 -0.278 4.093
H 1.189 4.573 2.397
H 2.305 4.612 1.017
H 2.894 4.344 2.661
H -0.074 1.887 1.742
H 0.887 1.628 0.277
H 0.221 3.213 0.611
H 4.813 3.913 2.653
H 5.941 3.041 3.674
H 4.320 3.268 4.250
H 6.008 1.883 1.171
H 5.496 0.260 1.641
H 6.548 1.170 2.709
H 2.132 2.802 4.619
H 1.540 1.350 5.411
H 0.615 2.059 4.101
H 3.712 -0.137 4.713
H 3.077 -0.977 3.297
H 2.046 -0.763 4.694
O -1.768 3.814 -0.613
P -3.004 4.609 -0.886
N -4.226 3.667 -0.138
C -5.139 2.723 -0.742
C -4.123 3.558 1.306
N -2.932 4.611 -2.616
C -3.953 4.075 -3.501
C -1.610 4.367 -3.193
N -3.924 6.014 -0.825
C -5.370 6.101 -0.798
C -3.227 7.256 -1.160
H -6.118 2.788 -0.253
H -4.786 1.686 -0.661
H -5.320 2.934 -1.792
H -4.581 4.424 1.806
H -3.080 3.499 1.631
H -4.624 2.660 1.668
H -4.129 3.005 -3.345
H -3.635 4.191 -4.539
H -4.896 4.622 -3.428
H -1.385 3.295 -3.252
H -0.830 4.849 -2.610
H -1.552 4.790 -4.199
H -5.853 5.474 -1.548
H -5.669 7.130 -0.995
H -5.778 5.835 0.180
H -3.278 7.469 -2.234
H -2.174 7.190 -0.881
H -3.644 8.101 -0.611
O -1.330 1.594 -9.145
P -1.282 3.083 -9.024
N -0.250 3.534 -10.314
C 1.158 3.854 -10.277
C -0.764 3.253 -11.644
N -0.657 3.190 -7.413
C 0.583 3.845 -7.035
C -0.858 2.005 -6.573
N -2.001 4.602 -8.947
C -1.409 5.860 -9.354
C -3.187 4.712 -8.100
H 1.374 4.664 -10.983
H 1.792 2.996 -10.541
H 1.476 4.218 -9.305
H -1.434 4.053 -11.991
H -1.325 2.315 -11.666
H 0.046 3.159 -12.365
H 1.459 3.405 -7.523
H 0.739 3.743 -5.960
H 0.557 4.923 -7.219
H -0.091 1.240 -6.737
H -1.829 1.552 -6.755
H -0.840 2.292 -5.520
H -0.396 6.002 -8.974
H -2.016 6.680 -8.972
H -1.381 5.967 -10.441
H -2.922 4.971 -7.068
H -3.731 3.766 -8.079
H -3.879 5.463 -8.487
O -1.473 -1.833 -4.947
P -2.216 -2.855 -5.744
N -2.836 -1.945 -7.049
C -4.156 -1.386 -7.217
C -1.833 -1.391 -7.950
N -3.323 -3.376 -4.508
C -4.769 -3.302 -4.598
C -2.898 -3.114 -3.134
N -2.329 -4.309 -6.585
C -3.251 -4.613 -7.659
C -1.679 -5.464 -5.970
H -4.458 -1.457 -8.268
H -4.206 -0.328 -6.921
H -4.912 -1.927 -6.655
H -1.523 -2.133 -8.700
H -0.941 -1.072 -7.408
H -2.209 -0.518 -8.479
H -5.134 -2.277 -4.730
H -5.215 -3.677 -3.675
H -5.170 -3.943 -5.388
H -3.130 -2.091 -2.809
H -1.830 -3.267 -3.019
H -3.398 -3.815 -2.460
H -4.281 -4.325 -7.439
H -3.246 -5.687 -7.841
H -2.959 -4.133 -8.596
H -2.358 -5.997 -5.294
H -0.809 -5.149 -5.391
H -1.316 -6.160 -6.727
*
```

Values from the calculation:
**Kohn-Sham gap**: 4.43 eV